[1]
{"formula": "C28H28B2BrNO20P", "method": "ωB97M-V with the def2-TZVPD basis set", "elements": ["C", "O", "O", "O", "H", "H", "O", "H", "O", "C", "O", "H", "C", "H", "C", "C", "H", "C", "C", "H", "C", "C", "C", "H", "P", "H", "O", "H", "H", "O", "O", "Br", "O", "C", "O", "N", "H", "O", "H", "C", "H", "C", "H", "H", "C", "H", "H", "C", "C", "O", "C", "H", "H", "O", "H", "C", "C", "H", "C", "B", "H", "C", "H", "O", "O", "H", "C", "H", "H", "C", "C", "B", "O", "C", "O", "C", "C", "O", "H", "O", "C"], "coordinates": [[-6.554, 7.786, 0.233], [-3.989, -7.001, 2.568], [-1.684, 5.384, 0.155], [-5.247, 5.978, -0.501], [7.287, -1.913, -3.786], [-1.547, -1.032, -0.639], [3.156, -0.919, -2.455], [5.128, -5.774, -3.688], [-1.395, -7.501, 3.043], [-5.613, 6.677, 0.416], [4.293, -5.364, -3.404], [0.404, -5.689, 2.459], [5.956, -3.632, -3.617], [0.176, 2.998, -2.988], [-1.652, -6.407, 2.575], [4.561, -4.054, -3.295], [4.781, 0.395, -2.782], [-2.390, -3.859, 1.515], [5.635, -3.613, 3.000], [-2.714, 0.937, -0.179], [3.628, -2.421, 1.376], [-6.389, 8.288, 2.645], [5.051, -2.514, 0.918], [-6.931, 7.959, -0.765], [-1.397, 4.925, -1.284], [2.554, 1.445, 0.047], [6.501, -4.185, 3.851], [-4.444, -4.596, 1.597], [-5.107, 6.994, 3.837], [5.361, -2.079, -0.176], [-0.044, -3.294, 1.476], [-3.610, 1.254, -4.036], [-2.650, -2.758, 1.082], [-0.243, 2.322, -2.208], [3.911, -4.018, 4.527], [-2.393, -0.972, -1.187], [2.063, 3.120, -0.313], [-6.744, 9.019, 3.555], [-7.870, 9.934, 2.036], [2.214, 2.125, -0.755], [-3.482, -7.755, 2.911], [-0.624, -5.415, 2.268], [2.218, -2.850, 2.902], [7.051, -3.178, 1.485], [5.349, -1.330, -3.161], [5.968, -4.446, 4.621], [-3.097, -1.537, -0.743], [6.279, -2.210, -3.535], [3.630, -3.175, -2.919], [-1.041, 1.283, -2.778], [-2.942, 0.429, -1.143], [-2.533, 5.317, -2.056], [3.044, 2.129, -1.491], [0.828, 0.076, -1.429], [-4.041, 0.326, -1.205], [-3.074, -6.054, 2.295], [-5.101, 6.412, 1.796], [-4.134, 4.998, 1.064], [-3.417, -4.863, 1.801], [0.916, 1.492, -1.459], [-1.182, 2.734, -0.275], [6.023, -3.131, 1.818], [2.616, -3.469, -2.683], [-7.782, 9.562, 1.143], [2.753, -1.829, 0.553], [3.254, -1.554, -0.234], [3.962, -1.756, -2.814], [-0.240, 5.544, -1.839], [-0.541, -2.529, 1.131], [4.212, -3.546, 3.447], [-6.918, 8.537, 1.273], [-2.440, 1.362, -2.384], [-4.261, 5.387, 1.952], [-1.335, 3.066, -1.320], [6.770, -4.476, -3.938], [-0.964, -4.223, 1.770], [3.243, -2.909, 2.560], [5.611, -0.017, -3.074], [1.412, -0.288, -2.097], [-2.574, 2.768, -1.904], [-5.470, 7.172, 2.835]], "forces_ev_per_a": [[0.128, -0.172, -0.088], [0.551, 0.197, -0.010], [0.689, -0.238, -1.746], [0.167, -0.255, 0.036], [-0.008, 0.016, 0.029], [0.115, 0.043, -0.070], [0.378, 0.337, -0.106], [0.122, -0.155, -0.048], [-0.312, -0.179, 0.028], [-0.332, 0.345, -0.395], [0.390, 0.514, -0.018], [0.004, 0.018, 0.001], [0.531, 0.684, -0.053], [-0.186, -0.212, 0.156], [0.756, 0.279, -0.052], [-0.645, -0.553, 0.102], [-0.069, 0.187, 0.080], [-0.716, -0.170, -0.047], [0.853, -0.193, 0.063], [-0.089, -0.188, -0.314], [-0.890, 0.305, -0.234], [0.601, -0.625, 0.466], [0.558, -0.209, 0.198], [0.011, 0.001, 0.006], [-1.385, 0.203, 3.192], [-0.172, 0.247, -0.246], [-0.551, 0.178, -0.166], [0.008, -0.003, 0.001], [0.032, -0.018, -0.019], [-0.287, 0.107, -0.131], [-0.731, -0.238, 0.098], [-0.493, -0.301, -0.592], [0.303, -0.031, 0.267], [-0.965, -1.205, 0.338], [0.343, -0.157, 0.189], [-0.729, 0.661, -0.144], [0.198, -0.124, -0.372], [-0.289, 0.296, -0.127], [-0.029, 0.098, 0.159], [-0.136, -0.455, 0.144], [0.038, -0.170, 0.076], [-0.144, -0.438, 0.172], [0.006, 0.005, -0.077], [-0.007, -0.008, 0.010], [0.636, 0.642, -0.095], [-0.050, -0.080, 0.171], [0.258, -0.364, 0.207], [0.085, -0.455, -0.145], [-0.195, 0.442, 0.113], [0.167, 0.210, -0.577], [0.176, -0.706, -0.706], [0.831, -0.360, -0.406], [-0.317, 0.317, 0.221], [-0.103, 1.820, 0.162], [0.387, 0.206, 0.104], [-0.813, -0.068, -0.060], [0.704, -0.677, 0.646], [0.469, -0.037, -0.025], [0.086, 0.265, -0.102], [0.262, -0.469, 0.414], [-0.517, 0.281, -0.066], [-0.073, 0.186, -0.376], [0.006, -0.002, -0.005], [0.315, -0.298, 0.291], [0.834, -0.339, 0.266], [-0.213, 0.218, -0.205], [-0.283, -0.884, -0.035], [-0.183, -0.262, -0.195], [0.089, 0.194, -0.136], [-0.844, 0.319, -0.262], [-0.409, 0.324, -0.616], [0.393, 0.638, 0.982], [-0.763, 0.483, -0.548], [0.701, 0.658, -1.107], [-0.181, -0.336, 0.000], [0.915, 0.180, -0.015], [0.162, -0.272, 0.505], [-0.432, -0.559, 0.051], [0.101, -0.473, 0.027], [0.587, 0.273, 0.590], [-0.411, 0.557, 0.175]], "mulliken_charge": [-1.058, -0.578, -0.690, -0.500, 0.429, 0.083, -0.386, 0.342, -0.624, 0.919, -0.587, 0.498, 0.947, 0.198, 0.880, 0.290, 0.280, 0.994, 0.315, 0.171, 0.260, 1.033, 0.874, 0.423, 0.321, 0.170, -0.580, 0.449, 0.423, -0.461, -0.379, -0.493, -0.552, 0.088, -0.628, -0.477, 0.308, -0.649, 0.345, -0.908, 0.346, -0.783, 0.552, 0.453, 0.305, 0.346, 0.284, -0.778, -0.775, -0.593, -0.607, 0.042, 0.236, -0.087, 0.295, 0.360, 0.384, 0.242, -1.065, 0.120, 0.201, -1.096, 0.533, -0.584, -0.139, 0.011, 0.534, 0.036, 0.253, 0.911, 0.406, 0.755, -0.521, 0.042, -0.637, 0.171, -0.772, -0.625, 0.285, -0.649, -0.877], "max_force_ev_per_a": 3.49, "e_homo_ev": -4.8, "gap_ev": 4.460, "total_charge": -1, "energy_ha": -5608.58066}

[2]
{"formula": "C28H28BrN6ORuS2", "method": "ωB97M-V with the def2-TZVPD basis set", "elements": ["C", "C", "H", "H", "N", "C", "C", "H", "H", "H", "H", "H", "H", "S", "H", "C", "C", "H", "C", "O", "C", "H", "H", "S", "H", "N", "H", "C", "H", "H", "H", "H", "C", "H", "C", "H", "Br", "C", "C", "H", "C", "C", "C", "C", "H", "C", "H", "H", "C", "C", "H", "N", "Ru", "H", "N", "C", "H", "C", "C", "C", "N", "C", "C", "H", "N", "C", "C"], "coordinates": [[-0.356, -2.203, -3.210], [5.394, 0.282, 1.313], [0.869, 2.116, -3.529], [-0.867, -4.180, 3.107], [0.045, -2.575, 0.434], [-0.272, -2.799, -0.905], [0.169, -1.976, -1.938], [-5.368, -0.848, 2.347], [-0.428, 3.995, -4.000], [-2.159, 4.191, -3.712], [-4.410, -0.223, 4.613], [-0.206, 0.404, 4.986], [1.384, 0.841, 3.837], [-0.248, 1.628, -0.109], [6.421, 0.220, 0.977], [3.046, -0.130, 0.972], [-4.139, -1.064, 0.614], [2.300, 1.606, -0.999], [-1.416, 3.605, -4.251], [2.115, -0.578, 0.164], [4.384, -0.222, 0.541], [2.987, 1.634, -2.618], [-2.333, -4.909, -2.596], [-1.513, -4.645, 0.388], [-2.175, 1.789, -1.905], [0.941, 1.916, -2.539], [3.606, 1.387, 3.985], [-4.367, -0.798, 1.937], [3.599, 3.721, -1.391], [-2.611, -1.189, -0.923], [2.563, 4.119, -2.754], [-2.432, 0.318, 5.976], [-1.659, -4.085, -2.399], [-1.573, 3.759, -5.318], [-0.192, 1.790, -1.882], [0.260, -2.887, 2.981], [6.502, 1.562, 3.585], [-1.558, 2.124, -3.930], [-2.327, 0.120, 4.918], [1.003, -1.286, -1.804], [-3.426, -0.181, 4.163], [1.451, 0.447, 2.828], [-1.175, -3.833, -1.129], [-2.829, -0.986, 0.119], [-2.557, 1.770, -4.175], [-0.880, -0.058, 2.998], [4.585, -0.688, -0.414], [-0.017, -1.608, -4.047], [-1.251, -3.244, -3.432], [-2.004, -0.397, 2.208], [-0.865, 1.506, -4.506], [-0.451, -3.452, 2.546], [0.243, -0.538, 0.394], [1.891, 4.084, -1.114], [0.364, -0.015, 2.286], [2.753, 0.448, 2.243], [-1.615, -3.429, -4.434], [3.810, 0.951, 3.016], [-3.286, -0.454, 2.782], [2.594, 3.602, -1.795], [-1.359, 1.830, -2.497], [-0.555, -3.470, 1.222], [-1.044, 0.177, 4.340], [-4.944, -1.332, -0.055], [-1.803, -0.667, 0.885], [2.277, 2.125, -1.953], [5.111, 0.884, 2.559]], "forces_ev_per_a": [[-0.011, -0.007, -0.009], [0.010, 0.040, 0.074], [0.001, 0.007, 0.002], [0.001, -0.004, 0.001], [0.010, -0.071, 0.029], [0.021, 0.040, 0.022], [0.008, 0.001, 0.022], [0.000, 0.001, 0.000], [0.001, 0.000, 0.000], [0.000, 0.000, 0.000], [0.001, 0.000, 0.001], [-0.004, 0.002, 0.003], [0.002, -0.002, 0.002], [-0.024, -0.012, 0.010], [0.001, 0.002, 0.003], [0.112, 0.037, 0.064], [-0.003, 0.001, -0.001], [0.004, 0.001, 0.012], [-0.001, -0.001, 0.000], [-0.082, 0.002, -0.043], [-0.085, -0.033, -0.035], [0.001, -0.003, 0.001], [0.000, -0.001, 0.001], [-0.012, -0.010, 0.015], [-0.001, 0.005, 0.001], [0.006, 0.014, 0.005], [0.000, -0.001, -0.002], [-0.001, -0.005, 0.001], [0.000, 0.000, 0.000], [-0.002, 0.002, 0.001], [-0.001, 0.000, 0.001], [0.001, 0.000, 0.000], [-0.004, -0.012, 0.013], [0.000, 0.000, 0.000], [-0.020, -0.010, -0.012], [0.007, -0.001, 0.001], [0.003, 0.004, 0.009], [0.002, -0.002, 0.000], [-0.004, -0.003, 0.005], [0.000, 0.001, -0.015], [-0.004, 0.002, -0.002], [0.030, -0.017, -0.024], [-0.001, 0.015, -0.026], [0.000, 0.012, 0.007], [0.000, 0.000, 0.000], [-0.031, -0.007, -0.011], [0.003, 0.001, 0.002], [0.006, 0.001, 0.001], [0.004, 0.010, -0.014], [-0.005, 0.002, -0.001], [0.001, 0.003, 0.000], [0.001, -0.002, -0.013], [-0.079, -0.012, -0.050], [0.001, -0.001, 0.000], [0.023, 0.046, 0.042], [-0.010, -0.009, -0.016], [-0.001, 0.000, 0.000], [0.015, 0.008, 0.001], [0.013, -0.001, 0.001], [-0.001, 0.001, -0.004], [0.014, -0.010, 0.007], [-0.018, 0.017, -0.005], [0.016, 0.001, -0.010], [0.000, 0.001, 0.000], [0.083, -0.008, -0.014], [0.012, -0.012, -0.010], [-0.007, -0.026, -0.044]], "mulliken_charge": [-0.868, -0.384, 0.294, 0.266, 0.010, -0.475, -0.301, 0.502, 0.291, 0.342, 0.500, 0.414, 0.294, -0.436, 0.487, 0.424, -1.205, -0.238, -0.993, -0.097, -0.693, 0.399, 0.488, -0.182, 0.297, -0.052, 0.568, -0.797, 0.435, 0.623, 0.385, 0.451, -0.449, 0.375, 0.702, 0.194, -0.032, -0.773, -1.108, 0.735, -0.792, 0.349, 0.854, -0.186, 0.468, 0.181, 0.547, 0.539, -0.734, 0.592, 0.323, -0.247, 0.107, 0.284, 0.517, 0.233, 0.470, -0.880, 0.650, -1.223, -0.094, 0.472, -0.741, 0.511, 0.764, -0.036, -0.319], "e_above_lowest_ev": 0.000, "max_force_ev_per_a": 0.13, "e_homo_ev": [-16.2, -16.2], "gap_ev": [4.877, 4.909], "total_charge": 3, "energy_ha": -4952.00194}